Formula: C4H5NO
Source: OMol25
Level of theory: ωB97M-V with the def2-TZVPD basis set

Last column: Löwdin charge in e.
Atoms and positions in Å:
1 N 1.3025 1.7384 0.2168  0.15
2 C 1.2367 0.6193 0.5113  -0.24
3 C 0.5141 -1.6468 0.0731  0.05
4 C 1.1276 -0.7686 0.8667  -0.16
5 C -1.5541 1.2961 -0.7449  -0.16
6 O -1.8258 0.1325 -0.9199  -0.03
7 H 0.4305 -2.6898 0.3613  0.07
8 H 0.0547 -1.3537 -0.8648  0.06
9 H 1.5614 -1.0542 1.8201  0.10
10 H -1.6690 1.7849 0.2403  0.08
11 H -1.1787 1.9418 -1.5599  0.08

The relative energy (zero: lowest compared OMol25 entry of this formula, charge and spin) is 1.874 eV. The frontier orbital gap is 10.6 eV. The SMILES is C=CC#N.C=O.